A structure of composition C30H33BBrN7O3S4SnTe. Source: the Open Molecules 2025 dataset; level of theory: ωB97M-V/def2-TZVPD.

```
81
Properties=species:S:1:pos:R:3
Sn 0.42 -1.52 0.68
C 4.90 0.64 4.06
C 5.15 -0.43 3.00
N 4.83 0.01 1.65
C 5.92 0.59 0.85
C 5.90 2.11 0.83
C 3.59 -0.05 1.13
S 2.35 -0.70 2.18
N 3.47 0.43 -0.10
C 2.38 0.53 -0.85
O 1.23 0.08 -0.65
C 2.56 1.26 -2.14
C 3.83 1.54 -2.64
C 3.97 2.17 -3.86
C 2.85 2.55 -4.59
C 1.58 2.28 -4.08
C 1.44 1.64 -2.87
H 5.09 0.24 5.05
H 3.86 0.98 4.02
H 5.54 1.51 3.90
H 4.56 -1.32 3.23
H 6.20 -0.72 3.01
H 5.84 0.20 -0.16
H 6.85 0.23 1.29
H 4.95 2.47 0.43
H 6.71 2.48 0.19
H 6.04 2.53 1.83
H 4.70 1.23 -2.07
H 4.96 2.37 -4.26
H 2.96 3.05 -5.54
H 0.71 2.58 -4.65
H 0.46 1.41 -2.47
C 2.54 -2.09 -3.98
N 1.16 -2.42 -3.66
C 0.10 -2.30 -4.52
C -1.00 -2.67 -3.84
N -0.63 -2.99 -2.55
B -1.64 -3.56 -1.53
N -2.40 -2.42 -0.67
C -3.07 -2.83 0.45
C -3.92 -1.84 0.83
N -3.78 -0.83 -0.09
C -4.60 0.37 -0.13
C -2.82 -1.19 -0.97
S -2.21 -0.22 -2.28
C 0.72 -2.86 -2.45
S 1.77 -3.23 -1.16
H 2.67 -2.16 -5.06
H 3.20 -2.79 -3.47
H 2.78 -1.08 -3.65
H 0.23 -1.99 -5.54
H -2.03 -2.72 -4.15
H -2.52 -4.11 -2.16
H -1.10 -4.27 -0.73
H -2.89 -3.79 0.89
H -4.59 -1.76 1.66
H -5.58 0.12 0.28
H -4.71 0.69 -1.17
H -4.15 1.17 0.44
Br 1.00 -3.86 3.68
C -0.04 -2.38 4.24
C -0.37 -2.23 5.58
C -1.15 -1.14 5.92
C -1.58 -0.27 4.93
C -1.19 -0.51 3.63
N -0.43 -1.55 3.30
C -1.66 0.41 2.50
O -2.44 1.30 2.81
O -1.22 0.14 1.33
H -0.02 -2.94 6.32
H -1.43 -0.98 6.96
H -2.20 0.59 5.14
Te -1.62 1.96 -1.33
C -2.33 2.82 -3.12
C -1.59 3.25 -4.19
C -2.37 3.84 -5.21
C -3.70 3.85 -4.91
S -4.00 3.16 -3.38
H -0.51 3.14 -4.23
H -1.97 4.24 -6.13
H -4.52 4.24 -5.50
```

Results
F_max = 0.0213 hartree/bohr
lowest unoccupied orbital energy = -0.53 eV
total charge = 0
energy relative to the best compared isomer or geometry (same formula, charge and spin) = 38.42 kcal per mole
E_HOMO = -0.2526 Ha
total energy = -6446.0944 a.u.

Atomic partial charges in e from the Mulliken method, atoms 1 to 5:
1 Sn 0.813
2 C -0.945
3 C -0.941
4 N 0.103
5 C -0.644

A structure of composition C43H30AsBr2N4ORe. Source: the Open Molecules 2025 dataset; level of theory: ωB97M-V/def2-TZVPD.

```
82
Properties=species:S:1:pos:R:3
Re 0.29 -0.43 -0.19
C -4.10 -0.87 -0.72
C -4.44 0.42 -1.08
C -3.43 1.36 -1.31
C -2.12 0.97 -1.18
N -1.79 -0.30 -0.80
C -2.76 -1.19 -0.57
C -0.95 1.78 -1.62
C -0.95 3.02 -2.21
C 0.22 3.46 -2.82
C 1.31 2.61 -2.95
C 1.25 1.38 -2.33
N 0.19 1.08 -1.57
C 2.09 0.18 -2.53
C 3.11 0.11 -3.45
C 3.68 -1.13 -3.74
C 3.19 -2.26 -3.11
C 2.18 -2.12 -2.18
N 1.64 -0.93 -1.87
H -4.86 -1.62 -0.55
H -5.47 0.71 -1.20
H -3.67 2.37 -1.60
H -2.46 -2.18 -0.26
H -1.84 3.63 -2.24
H 0.25 4.45 -3.27
H 2.17 2.89 -3.55
H 3.44 1.00 -3.96
H 4.48 -1.20 -4.46
H 3.58 -3.24 -3.33
H 1.79 -2.99 -1.67
C 0.77 -3.73 0.62
C 0.04 -3.01 1.70
C -0.38 -3.67 2.87
C -1.06 -2.98 3.85
C -1.30 -1.61 3.69
C -1.93 -0.75 4.64
Br -2.62 -1.45 6.22
C -2.01 0.61 4.42
C -1.48 1.17 3.26
Br -1.51 3.01 2.99
C -0.91 0.36 2.28
O -0.40 0.81 1.15
C -0.83 -1.02 2.51
N -0.19 -1.71 1.53
H 0.65 -4.81 0.70
H 1.84 -3.50 0.68
H 0.40 -3.41 -0.36
H -0.16 -4.72 2.98
H -1.39 -3.49 4.75
H -2.49 1.24 5.15
C 6.41 -2.65 1.01
C 5.90 -2.11 -0.17
C 4.72 -1.39 -0.14
C 4.05 -1.20 1.07
C 4.56 -1.74 2.25
C 5.75 -2.46 2.21
As 2.49 -0.07 1.10
C 3.17 1.72 0.84
C 3.80 2.25 -0.27
C 4.25 3.56 -0.24
C 4.05 4.33 0.90
C 3.44 3.78 2.02
C 3.00 2.46 2.01
C 2.45 1.72 3.16
C 2.25 2.23 4.44
C 1.82 1.40 5.47
C 1.58 0.05 5.24
C 1.76 -0.47 3.96
C 2.18 0.37 2.94
H 7.34 -3.21 0.99
H 6.44 -2.24 -1.10
H 4.34 -0.95 -1.05
H 4.05 -1.58 3.19
H 6.15 -2.86 3.13
H 3.99 1.64 -1.15
H 4.78 3.98 -1.09
H 4.41 5.35 0.93
H 3.31 4.39 2.91
H 2.46 3.28 4.65
H 1.69 1.81 6.46
H 1.27 -0.59 6.05
H 1.60 -1.53 3.79
```

Results
F_max = 0.0315 hartree/bohr
lowest unoccupied orbital energy (alpha / beta) = -10.98 / -10.96 eV
multiplicity = 2
total charge = +3
energy relative to the best compared isomer or geometry (same formula, charge and spin) = 0.00 kcal per mole
E_HOMO (alpha / beta) = -0.5710 / -0.5710 Ha
total energy = -9412.1260 a.u.

Atomic partial charges in e from the Mulliken method, atoms 1 to 5:
1 Re 1.042
2 C -1.074
3 C -0.590
4 C -0.659
5 C 0.792